Record 1
5
Properties=species:S:1:pos:R:3:forces:R:3 method="wB97M-V/def2-TZVPD" lumo_ha=0.0173 smiles="O=C=CCl" e_above_lowest_kj_mol=20.2 e_tot_ha=-612.18726 homo_energy_ev=-9.126 homo_lumo_gap_ev=9.6
O -0.82965 -1.71573 -0.10417 -1.4 -3.6 -0.2
C -0.43944 -0.66350 -0.05554 -0.3 1.1 0.0
C 0.03366 0.52272 -0.05339 0.2 2.6 0.8
Cl 1.75114 0.45892 -0.11818 0.9 0.5 -0.1
H -0.51570 1.39759 0.33129 0.5 -0.6 -0.5


Record 2
61
Properties=species:S:1:pos:R:3:forces:R:3 method="wB97M-V/def2-TZVPD" lumo_ha="0.1537 / 0.1537" multiplicity=2 e_above_lowest_kj_mol=0.0 e_tot_ha=-5621.93858 homo_energy_ev="-0.861 / -2.843" s2=0.77 total_charge=-2 homo_lumo_gap_ev="5.0 / 7.0"
Ti 1.06269 -1.06015 0.11268 0.2 -0.8 0.9
O -1.59002 1.61034 2.48357 0.0 0.0 0.0
C -0.74392 2.65743 2.50675 0.0 0.0 0.0
C -1.23899 3.86607 2.99893 0.0 0.0 0.0
C -0.43874 4.99298 3.03664 0.0 0.0 0.0
C 0.87298 4.93414 2.57783 0.0 0.0 0.0
C 1.36804 3.73363 2.09884 0.0 0.0 0.0
C 0.58647 2.58109 2.06824 0.0 0.1 0.0
C 1.16394 1.31727 1.58180 -0.1 -0.1 0.1
O 0.35056 0.30578 1.33036 -0.2 0.3 -0.1
N 2.44726 1.17542 1.46363 0.0 0.0 0.0
N 2.65533 -0.11422 1.05099 0.1 0.3 -0.1
C 3.77629 -0.72205 1.38980 0.0 0.0 0.0
C 3.64041 -2.12109 1.55045 0.0 0.0 0.1
C 4.67809 -2.99618 1.92478 0.0 0.0 0.0
C 4.36935 -4.29457 2.24793 0.0 0.0 0.0
C 3.03877 -4.72035 2.19619 0.0 0.0 0.0
C 2.07814 -3.82085 1.76421 0.0 0.0 0.0
N 2.34884 -2.56070 1.44293 0.1 0.0 -0.3
H -1.16230 0.87523 1.98251 0.0 0.0 0.0
H -2.26850 3.89140 3.33448 0.0 0.0 0.0
H -0.84467 5.92522 3.41347 0.0 0.0 0.0
H 1.49907 5.81784 2.58450 0.0 0.0 0.0
H 2.38124 3.65551 1.72773 0.0 0.0 0.0
H 4.65050 -0.16164 1.69979 0.0 0.0 0.1
H 5.69568 -2.62738 1.96479 0.0 0.0 0.0
H 5.15351 -4.98191 2.54659 0.0 0.0 0.0
H 2.75384 -5.73368 2.44034 0.0 0.0 0.0
H 1.04338 -4.11339 1.67503 0.0 0.0 0.0
O -1.98702 -1.05957 -3.00566 0.1 0.0 -0.1
C -2.10289 0.25348 -3.19169 0.0 0.0 0.1
C -3.11729 0.62303 -4.09249 0.0 0.0 0.0
C -3.38081 1.94314 -4.38011 0.0 0.0 0.0
C -2.63490 2.95150 -3.77426 0.0 0.0 0.0
C -1.64644 2.59467 -2.87773 0.0 0.0 0.0
C -1.35807 1.26517 -2.56150 -0.1 0.0 0.1
C -0.30151 1.05829 -1.50087 0.2 0.0 -0.2
O 0.10138 2.02783 -0.88261 0.0 0.0 0.1
O 0.13629 -0.16048 -1.35234 -0.2 0.1 -0.1
H -1.19040 -1.37243 -2.51835 0.0 0.0 0.0
H -3.68506 -0.17982 -4.54600 0.0 0.0 0.0
H -4.17270 2.19084 -5.07898 0.0 0.0 0.0
H -2.82727 3.99457 -3.99372 0.0 0.0 0.0
H -1.06032 3.34635 -2.36493 0.0 0.0 0.0
O 3.08971 0.29590 -1.97823 0.1 0.0 0.0
C 3.01464 -0.91608 -2.00832 0.1 0.0 -0.1
O 2.37168 -1.67739 -1.17945 -0.1 0.2 0.0
H 3.52944 -1.49362 -2.79960 0.0 0.0 0.0
S -5.00107 0.41201 -0.51749 0.0 0.0 0.0
C -4.61815 -1.26137 -0.54976 0.0 0.0 0.0
C -3.36826 -1.45876 -0.05915 0.0 0.0 0.0
N -2.71942 -0.31946 0.35270 0.0 0.1 0.1
C -3.45527 0.72861 0.17365 0.0 -0.1 -0.1
H -5.29450 -1.99648 -0.95148 0.0 0.0 0.0
H -2.85878 -2.41271 -0.00453 0.0 0.0 0.0
H -3.13611 1.73279 0.41152 0.0 0.0 0.0
O 0.92729 -4.74611 -0.63305 0.0 -0.2 0.0
Se -0.33245 -3.76888 -0.86519 -0.3 0.1 0.1
O -1.75678 -4.41968 -0.46194 -0.1 0.0 0.0
O -0.17533 -2.45747 0.29859 0.3 -0.1 -0.2
O -0.31690 -3.02904 -2.30282 -0.1 0.1 -0.1


Record 3
115
Properties=species:S:1:pos:R:3:forces:R:3 method="wB97M-V/def2-TZVPD" lumo_ha="-0.2754 / -0.3135" multiplicity=11 e_tot_ha=-8063.19607 homo_energy_ev="-14.967 / -14.967" s2=30.01 total_charge=+2 homo_lumo_gap_ev="7.5 / 6.4"
Mn -0.81980 -4.07072 -0.51673 0.6 1.6 1.9
Mn -2.97048 -1.46703 -2.44679 0.8 0.5 1.9
N -3.76783 -2.74368 0.46695 1.0 0.5 1.0
O -2.76001 -3.52734 0.54639 -0.1 -0.3 -0.9
O -4.42127 -2.49495 1.43961 0.1 -0.4 -0.7
O -3.98878 -2.12639 -0.62903 0.1 0.1 -1.8
N -0.78237 -0.74074 -0.11607 -0.4 -0.9 2.1
O -0.35421 -1.90930 0.12902 -0.3 0.5 -0.6
O -1.54906 -0.56743 -1.11305 -0.4 0.0 -1.2
O -0.57131 0.16509 0.66939 0.1 -0.4 -1.2
O -1.34483 -1.28365 -6.45648 -0.4 0.4 1.5
S -1.49172 -0.37285 -5.35854 1.5 2.1 -2.7
O -1.77652 -0.86901 -4.01255 -0.6 -0.5 0.9
O -0.16617 0.53094 -5.20189 -1.5 -1.1 0.8
C 0.52402 0.89654 -6.42852 1.3 0.5 -1.2
C 1.12748 2.28842 -6.28865 -0.9 -0.2 1.4
C -2.66660 0.92884 -5.75623 0.3 -0.5 0.3
H -0.14224 0.91917 -7.29040 -0.2 -0.4 0.2
H 1.32075 0.17280 -6.59295 -0.3 -0.3 0.0
H 0.28177 2.93117 -6.02870 0.3 0.5 -0.3
H 1.64515 2.64067 -7.17484 -0.2 -0.2 -0.2
H 1.80680 2.32551 -5.43558 0.1 0.0 -0.1
H -2.33135 1.36739 -6.69420 -0.1 -0.2 -0.2
H -2.61233 1.71942 -5.00891 0.0 -0.2 0.2
H -3.65641 0.48240 -5.83126 0.0 0.1 -0.2
O 4.08977 1.75208 1.37892 -0.1 0.1 0.1
S 3.95631 2.81876 2.33874 -0.1 -0.1 0.2
O 4.87040 3.92054 2.32407 -1.0 -0.7 0.1
O 2.44453 3.41012 2.20968 1.8 0.4 0.1
C 1.40747 2.55020 1.79188 -1.4 -0.7 0.4
C 0.26069 3.40108 1.27560 -0.5 0.1 -0.7
C 3.92150 2.05821 3.97590 -0.4 0.9 -0.4
H 1.09437 1.96363 2.66821 -0.1 0.0 -0.1
H 1.71872 1.82876 1.03419 0.3 0.3 0.0
H 0.56653 3.91223 0.36011 0.2 0.3 0.2
H -0.17806 4.10893 1.97734 0.6 0.1 0.2
H -0.61262 2.82726 0.94992 0.3 -0.6 0.2
H 4.81588 1.46026 4.12269 0.1 0.1 -0.1
H 3.01393 1.46510 4.08105 0.1 -0.1 -0.2
H 3.85884 2.89127 4.67436 0.2 -0.1 0.1
O -0.40022 -4.54033 1.47163 0.1 -0.2 -0.2
S -0.33224 -4.64528 2.92852 0.0 0.7 2.0
O 0.15513 -5.83662 3.54628 0.1 0.5 -0.9
O 0.53647 -3.35294 3.38803 -1.3 -1.4 -1.3
C 1.10689 -3.43527 4.70336 1.3 0.7 0.9
C 1.39999 -2.02323 5.18097 -0.7 0.5 0.5
C -1.95864 -4.27273 3.63545 0.9 -0.4 -0.8
H 2.05864 -3.96358 4.63613 -0.2 -0.3 -0.1
H 0.47403 -3.94550 5.42998 -0.2 0.0 -0.3
H 0.52093 -1.37145 5.16362 -0.2 -0.2 -0.3
H 2.18494 -1.48421 4.65574 0.2 -0.4 -0.2
H 1.63402 -2.05790 6.24707 0.4 -0.2 -0.1
H -2.17060 -3.26416 3.29365 -0.4 0.0 0.2
H -1.92666 -4.40948 4.71349 0.3 0.3 0.0
H -2.63559 -5.03544 3.25392 -0.1 0.2 -0.3
O 0.91852 -3.51861 -1.56803 -0.7 -0.4 -0.3
S 1.69655 -2.80535 -2.57096 2.9 1.1 -1.0
O 1.15637 -2.60829 -3.88375 -0.5 -0.1 0.7
O 2.07918 -1.39538 -1.89368 -1.4 -2.0 0.2
C 2.76037 -0.42368 -2.68509 1.3 1.2 -0.5
C 2.93097 0.80947 -1.81629 -0.7 -0.4 0.6
C 3.35101 -3.59210 -2.72723 -1.3 0.2 0.9
H 2.20155 -0.19061 -3.59215 -0.1 -0.2 0.1
H 3.76071 -0.77523 -2.95537 -0.2 -0.3 -0.1
H 3.38974 1.63241 -2.35865 -0.1 0.0 -0.1
H 3.51372 0.61853 -0.91356 0.3 -0.2 -0.2
H 1.93806 1.07269 -1.43729 0.0 0.4 -0.2
H 3.78578 -3.47657 -1.73342 0.1 -0.3 0.0
H 3.98028 -3.09819 -3.46117 -0.4 0.2 -0.2
H 3.14485 -4.62650 -2.99118 0.2 0.0 0.0
O 4.47644 -2.13998 0.40064 -0.9 -0.6 0.4
S 3.35166 -2.54673 1.21828 -0.2 2.0 0.8
O 2.43295 -3.54955 0.76395 0.5 -0.4 0.3
O 3.91237 -2.94647 2.70225 -1.2 0.8 -1.7
C 5.13891 -2.25179 3.05934 1.4 -1.2 0.7
C 5.35713 -2.53509 4.53656 -1.4 0.4 0.1
C 2.33867 -1.05038 1.60841 0.8 -1.3 -0.4
H 5.19718 -1.19205 2.81271 -0.5 0.0 -0.2
H 5.90890 -2.79563 2.51109 0.2 0.5 -0.1
H 6.34437 -2.23953 4.87831 0.1 -0.3 -0.1
H 5.07025 -3.56996 4.72547 0.8 -0.2 0.0
H 4.62162 -1.99889 5.14673 0.1 0.3 -0.1
H 2.97016 -0.45695 2.26226 -0.3 0.3 0.0
H 1.39187 -1.39514 2.00795 0.1 -0.1 0.5
H 2.10617 -0.53902 0.67728 0.4 0.0 -0.1
O -2.38481 4.51813 -4.34511 -0.4 -0.5 0.2
S -2.30167 4.32634 -2.92640 0.1 -0.4 1.6
O -1.58207 5.26525 -2.12066 -0.6 -0.5 -0.4
O -3.78125 4.15295 -2.23442 1.7 0.0 -0.7
C -4.83411 3.60731 -3.06408 0.0 0.0 0.1
C -5.98183 4.58502 -3.01410 0.2 0.2 -1.0
C -1.58627 2.68091 -2.54292 -0.1 0.7 0.0
H -5.08203 2.59979 -2.71030 0.0 0.1 0.2
H -4.44078 3.51234 -4.07887 -0.2 0.1 0.0
H -5.53424 5.54315 -3.28287 -0.2 0.1 0.1
H -6.50467 4.70029 -2.06965 0.1 -0.3 0.1
H -6.66806 4.33820 -3.82727 -0.2 0.0 0.3
H -0.70779 2.53033 -3.16883 -0.1 0.0 -0.1
H -2.30882 1.87337 -2.65099 -0.1 0.1 -0.2
H -1.27309 2.70844 -1.50141 -0.1 0.1 0.0
O -3.53672 1.96124 5.04425 -0.5 -0.2 -1.0
S -3.75917 1.01799 3.99035 0.8 -1.2 0.0
O -4.78559 0.00122 4.03631 0.7 0.9 0.1
O -3.95791 1.81748 2.58847 0.8 -0.1 1.0
C -3.97653 1.00394 1.41715 0.6 -1.2 -0.2
C -3.74861 1.87116 0.22682 -0.8 1.1 -0.9
C -2.15295 0.11363 3.73504 -1.3 1.2 -0.2
H -4.85139 0.35203 1.44285 -0.4 0.5 -0.3
H -3.14735 0.28300 1.35044 0.2 0.1 0.8
H -3.79490 1.29992 -0.70658 -0.1 -0.2 0.1
H -2.78861 2.38525 0.20293 0.1 -0.2 0.4
H -4.49104 2.66860 0.14108 -0.1 -0.1 0.0
H -2.43571 -0.72234 3.10290 0.4 -0.3 0.2
H -1.77304 -0.13110 4.72189 -0.2 -0.2 0.0
H -1.46328 0.79511 3.24004 0.0 -0.1 -0.1